1.
ORCA calculation (ωB97M-V/def2-TZVPD) on a molecular structure, C44H34Br2N10NaPS3 in a non-equilibrium geometry.

Output
Molecular weight ... 1012.80 u
LUMO level ... 2.96 eV
Total charge ... -2

Positions of all 95 atoms, in Å:
Br 1.4668 -1.6681 6.5558
Br 0.0691 -7.2967 1.3745
S 2.7400 1.9434 0.9513
S -2.0807 -0.8914 -2.0437
S 1.8716 2.8057 -1.7647
P -2.8781 1.6325 0.7756
Na 0.0894 1.0610 -0.1965
N 5.5007 -2.8190 -8.0459
N 4.1480 -2.3507 -6.1367
N 6.3433 3.0905 0.8844
N -1.4141 1.5899 1.1625
N -3.2780 -3.2138 -1.6049
N 0.5504 -2.8196 0.2271
N 0.4313 -0.8435 2.1068
N 5.1222 4.2743 -3.0638
N 1.1364 -0.2671 -2.5959
N -2.2576 -2.9952 -3.6515
C -4.5169 2.1510 -3.0494
C -4.1363 3.9539 3.9012
C 0.5477 0.1665 2.9653
C -5.0106 3.5567 1.2961
C 1.4693 -1.7296 -4.9311
C 4.7800 -2.0189 -7.2568
C 0.3452 -4.5116 1.8874
C -5.8592 -1.2823 1.2947
C -5.6584 4.4768 2.1171
C -2.5569 -2.4176 -2.4416
C -3.7476 3.2114 -3.5091
C 0.6142 0.1555 -3.7407
C 0.3460 -5.1175 -0.4342
C 2.8142 -3.4186 -3.6146
C 0.7466 -0.5505 -4.9320
C 4.2440 -3.6148 -5.7253
C -3.8684 0.0715 1.0412
C -3.4870 3.0446 3.0754
C 4.9828 -4.5295 -6.4749
C -2.7817 3.7709 -2.6821
C 5.4699 3.0976 0.1215
C -3.9253 2.8218 1.7650
C -5.2265 4.6744 3.4207
C -3.0986 -1.0377 1.4053
C 5.5862 -4.0804 -7.6311
C 3.1044 2.6818 -0.5662
C 0.2756 -5.4671 0.8946
C 4.7647 3.7702 -2.0820
C 0.6147 -2.0859 2.5331
C -3.3656 2.2028 -0.9224
C 0.8581 -0.0199 4.3111
C -5.0854 -2.3822 1.6442
C -3.6994 -2.2563 1.7086
C 1.8470 -1.3836 -2.6088
C 3.6390 -4.0527 -4.4539
C 0.4773 -3.7620 -0.7046
C 1.0363 -1.3155 4.7342
C -5.2526 -0.0611 1.0080
C 0.9198 -2.3778 3.8586
C -2.5962 3.2711 -1.4001
C 4.4148 3.1719 -0.8352
C 2.0650 -2.1606 -3.7490
C 0.4935 -3.1773 1.5083
C -4.3207 1.6454 -1.7681
H -4.9072 0.7984 -1.4364
H -1.8202 3.6773 -0.7613
H -3.6225 -2.7605 -0.7701
H 0.0673 1.0927 -3.6986
H -5.2567 1.6968 -3.6989
H -5.7256 5.3991 4.0549
H -6.9387 -1.3723 1.2562
H 0.2882 -0.1818 -5.8418
H 2.2696 -1.6868 -1.6508
H 4.0003 -5.0225 -4.1255
H 6.1675 -4.7513 -8.2560
H -1.5484 -2.4975 -4.1683
H -2.5997 2.5098 3.4025
H 0.3666 1.1588 2.5563
H -6.4971 5.0487 1.7330
H -2.1566 4.5800 -3.0388
H -2.0194 -0.8995 1.4437
H -2.1977 -4.0006 -3.6930
H 1.0979 -3.3867 4.1985
H -3.7828 4.1165 4.9144
H -5.3510 3.4189 0.2742
H -3.8445 -3.9526 -1.9868
H 0.2705 -4.7986 2.9251
H 0.5229 -3.4155 -1.7363
H 2.6464 -3.9259 -2.6659
H -3.0860 -3.1049 2.0005
H 1.5796 -2.3133 -5.8376
H -5.8704 0.7979 0.7640
H 0.2996 -5.8545 -1.2230
H -3.8887 3.5874 -4.5153
H -5.5610 -3.3272 1.8851
H 5.0776 -5.5590 -6.1538
H 4.7041 -0.9795 -7.5594
H 0.9564 0.8216 4.9819

Forces on atoms 1 to 2 (eV/Å):
-0.012 -0.007 -0.028
0.005 0.034 -0.006

Here are the Mulliken charges for atoms 1 to 6, given in e: number 1, Br, carries -0.24; number 2, Br, carries -0.23; number 3, S, carries -0.44; number 4, S, carries 0.05; number 5, S, carries -0.45; number 6, P, carries 0.24

2.
ORCA calculation (ωB97M-V/def2-TZVPD) on 4 unconnected molecules or ions with the total composition C30H38F6INO2 in a non-equilibrium geometry.

Output
Molecular weight ... 685.53 u
LUMO level ... 0.02 eV
Structure (SMILES) ... CC(C)CC[C@H](NC[C@H](O)C(F)(F)F)[C@@H](I)OCC(F)(F)F.c1ccccc1.c1ccccc1.c1ccccc1
Energy above the lowest of the compared OMol25 structures with the same formula, charge and spin ... 5.3418 eV

Positions of all 78 atoms, in Å:
I 0.6725 -0.8227 0.5127
F -3.9029 1.6903 4.8956
F -0.1198 -1.8305 -2.8645
F -1.8699 1.9983 6.2245
F 2.2201 -1.4358 -2.5600
F 1.2767 -0.7762 -4.6508
F -2.7660 -0.2748 5.8305
O -0.6035 0.6580 -1.7300
O -1.8864 -0.3638 3.2997
N -0.9383 2.2038 1.7881
C 6.5108 -4.5217 -4.3644
C -1.8832 2.1898 2.9693
C 2.0886 3.5808 7.5512
C 5.6361 -4.3556 -5.4378
C -2.5701 1.0872 5.2732
C -5.1219 3.0449 0.1182
C -0.2601 1.0009 -0.3416
C 2.8474 3.2380 8.6706
C 4.8557 -3.5925 -2.8702
C 0.8615 -5.7569 -7.0020
C 0.9656 -0.8691 -3.1831
C 1.1732 -3.5907 -8.0248
C 2.4463 2.1814 9.4876
C 0.6623 0.6227 -2.5038
C 0.8204 -2.9741 -6.8247
C -1.5707 1.5232 0.5562
C 4.3734 -3.8005 -5.2285
C -3.8954 2.3403 -0.7065
C -2.3884 2.7475 -0.2221
C 1.1913 -4.9828 -8.1141
C 0.5288 1.8092 8.0663
C 0.5178 -5.1404 -5.7993
C 0.4942 -3.7482 -5.7114
C 1.2847 1.4700 9.1888
C -5.5580 2.2094 1.5004
C 0.9320 2.8634 7.2472
C 6.1204 -4.1425 -3.0805
C -1.5730 0.9151 3.9569
C 3.9844 -3.4178 -3.9451
C -4.9341 4.6451 0.4231
H -4.5971 5.2916 -0.4934
H -5.0483 1.1421 1.5571
H -0.0518 1.7264 2.0629
H 0.2674 -5.7439 -4.9310
H 0.9688 0.6511 9.8294
H -4.0839 4.7430 1.2527
H -5.1927 2.8411 2.4329
H 0.2216 -3.2675 -4.7756
H -4.0405 2.6158 -1.8530
H 3.6934 -3.6664 -6.0656
H 0.6288 1.4074 -3.3994
H 0.8732 -6.8417 -7.0724
H 0.4823 1.9358 -0.3425
H 6.8011 -4.2753 -2.2437
H -2.3059 3.7208 0.4204
H 0.8004 -1.8891 -6.7565
H -6.0838 2.9576 -0.5841
H 3.0009 -2.9837 -3.7824
H 4.5502 -3.2994 -1.8697
H 1.4326 -2.9874 -8.8902
H 7.4974 -4.9479 -4.5286
H -0.3738 1.2517 7.8305
H 3.0391 1.9128 10.3584
H -1.7682 3.2355 3.5332
H -2.2565 0.6168 0.8355
H -2.7495 -0.2722 2.7740
H 2.3995 4.4056 6.9160
H 1.4625 -5.4637 -9.0503
H -5.9227 5.0454 0.9492
H -1.7567 2.9495 -1.2138
H -2.9788 2.1703 2.5586
H 3.7509 3.7945 8.9057
H 0.3437 3.1265 6.3715
H -4.0302 1.1574 -0.6379
H -6.7253 2.1235 1.5838
H 5.9381 -4.6574 -6.4370
H 1.6177 0.8770 -1.8719
H -0.4265 0.9737 4.2323

Forces on atoms 1 to 2 (eV/Å):
-0.368 1.019 0.060
4.270 -2.116 1.707

Here are the Mulliken charges for atoms 1 to 6, given in e: number 1, I, carries 0.07; number 2, F, carries -0.26; number 3, F, carries -0.25; number 4, F, carries -0.23; number 5, F, carries -0.24; number 6, F, carries -0.25

3.
ORCA calculation (ωB97M-V/def2-TZVPD) on a molecular structure, C23H24N4O5 in a non-equilibrium geometry.

Output
Molecular weight ... 436.47 u
LUMO level ... 0.26 eV
Energy above the lowest of the compared OMol25 structures with the same formula, charge and spin ... 22.4773 eV

Positions of all 56 atoms, in Å:
O -1.5522 1.4624 1.5171
O -3.7841 -1.5367 -2.3313
O 0.5968 -0.0553 -3.6500
O -2.8669 -2.0370 0.4573
O 0.4358 2.2999 0.3393
N 2.7553 -3.5298 1.5894
N 0.8175 -2.3786 1.1205
N 0.4043 -3.7528 1.1046
N 2.5828 -1.0550 1.7099
C -0.4510 3.2661 0.0377
C 0.1065 -0.6781 -1.3168
C 0.1817 0.0863 -4.9292
C 1.9520 0.0567 1.6846
C 0.6391 -0.0165 1.3149
C 4.3470 2.8149 1.8676
C -1.1134 3.0689 -1.1792
C 2.1155 -2.4238 1.6524
C 3.7636 3.6107 2.7074
C 2.5801 1.3986 2.1447
C -0.3147 1.3185 1.1728
C -0.8074 -1.0519 -0.4272
C 1.5681 -4.1656 1.0947
C 3.6432 1.6648 1.4582
C 2.7724 3.3331 3.3921
C -2.8468 -3.3438 0.6991
C -4.9054 -1.3239 -1.3156
C -0.3235 -0.7367 -2.7284
C -0.2310 -1.1923 1.1641
C -2.0454 -1.4639 -0.4293
C -2.4438 -1.2197 -1.9818
C -1.7049 -0.8065 -2.8166
C 1.9493 2.3443 2.9832
H -1.0019 -1.4502 1.9035
H -1.8977 2.2137 -0.9391
H 1.1953 -0.5668 -1.1179
H -2.9563 -4.0622 -0.4778
H 1.1636 0.2668 -5.6075
H -5.8573 -1.1461 -1.9787
H 2.2112 3.9721 4.0365
H -4.6856 -0.7848 -0.6248
H 5.5074 2.9831 1.6411
H 0.9497 1.8071 3.2783
H -4.8905 -2.3887 -1.0630
H -0.7510 0.8291 -4.7923
H -0.4598 2.8043 -1.9616
H -1.8177 -3.5395 0.6258
H -2.1120 -0.6916 -3.8993
H -3.4748 -3.6607 1.3241
H 4.4263 4.4715 3.0839
H -0.2197 -1.1018 -5.2546
H -1.6575 4.0389 -1.5489
H 4.3179 0.8091 0.7978
H -1.1596 3.4153 0.8260
H 3.5144 -1.0073 2.3944
H 0.3646 4.1310 -0.0094
H 1.4706 -5.2997 1.2571

Forces on atoms 1 to 2 (eV/Å):
6.472 -0.904 -1.616
0.518 1.727 0.372

Here are the Mulliken charges for atoms 1 to 6, given in e: number 1, O, carries -0.66; number 2, O, carries -0.47; number 3, O, carries -0.33; number 4, O, carries -0.50; number 5, O, carries -0.09; number 6, N, carries -0.73

Gap between HOMO and LUMO for every record listed, in sequence, given in eV: 3.88 9.02 8.18.
E_tot for every record listed, in sequence, given in Ha: -9091.00102 -2267.78123 -1485.38886.